Arrangement P

{"formula": "C5H9NS", "method": "ωB97M-V/def2-TZVPD", "e_homo_ev": -8.58, "symbols": ["C", "C", "C", "C", "C", "N", "S", "H", "H", "H", "H", "H", "H", "H", "H", "H"], "xyz": [[0.32702, 0.06550, 0.41739], [-0.29350, -1.25135, 0.81607], [-1.64879, -1.46543, 1.20227], [1.20668, 1.54846, -1.34133], [-0.08617, 0.85211, -0.95557], [0.71999, -2.01583, 0.82296], [1.96885, -0.90476, 0.27441], [0.43177, 0.76472, 1.27691], [-1.90130, -0.93984, 2.10017], [-1.59695, -2.61972, 1.51044], [-2.37499, -1.27804, 0.39716], [1.05169, 2.29003, -2.31003], [2.06423, 0.89856, -1.46444], [1.60002, 2.29442, -0.67068], [-0.63140, 0.10988, -1.64185], [-0.83715, 1.65128, -0.43388]]}


Arrangement Q

{"formula": "C5H9NS", "method": "ωB97M-V/def2-TZVPD", "e_homo_ev": -8.82, "symbols": ["C", "C", "C", "C", "C", "H", "H", "H", "H", "H", "H", "H", "H", "H", "N", "S"], "xyz": [[2.05911, 0.27201, 1.01886], [1.75448, 0.34344, -0.44206], [0.40578, 1.04807, -0.08343], [-0.88357, 0.29596, 0.08553], [-0.67038, -1.16111, 0.40070], [1.60013, -0.66652, 1.46254], [3.11031, 0.22554, 1.46426], [2.58262, 0.78175, -0.98137], [1.55950, -0.59801, -0.98386], [0.31011, 2.20042, -0.33164], [0.29567, 0.75995, 2.03394], [-1.59879, 0.69558, 0.64597], [-1.13641, -1.65929, 1.26500], [0.22285, -1.78044, -0.00463], [1.00648, 1.22610, 1.23212], [-1.87399, -0.83325, -1.19204]]}


Which of them is the most stable? Correct choice: arrangement P.


Arrangement P

{"formula": "C4H9N2O", "method": "ωB97M-V/def2-TZVPD", "total_charge": 1, "e_homo_ev": -15.79, "symbols": ["C", "C", "C", "C", "N", "N", "O", "H", "H", "H", "H", "H", "H", "H", "H", "H"], "xyz": [[-3.73851, 0.12842, 0.28608], [1.39560, 1.49943, 0.17366], [-0.31206, -1.77252, -0.14008], [0.32068, 0.50420, -0.13151], [-2.72656, -0.08524, -0.14668], [0.54061, -0.69083, 0.10311], [1.76051, -1.11291, 0.64390], [-4.56962, 0.70599, 0.71420], [1.79871, -0.89000, 1.65177], [1.96529, 1.29256, 1.11224], [0.95038, 2.49986, 0.31982], [2.08163, 1.39437, -0.68198], [-1.36135, -1.26746, -0.32483], [-0.42764, -2.37770, 0.82044], [0.06570, -2.25431, -1.14764], [-0.52845, 0.74878, -0.70632]]}


Arrangement Q

{"formula": "C4H9N2O", "method": "ωB97M-V/def2-TZVPD", "total_charge": 1, "e_homo_ev": -14.62, "symbols": ["C", "C", "C", "C", "N", "N", "O", "H", "H", "H", "H", "H", "H", "H", "H", "H"], "xyz": [[-1.08870, 0.39078, -0.02838], [0.10808, 1.25190, -0.47188], [0.91593, -0.07735, -0.51800], [1.96116, -0.37086, 0.58884], [-0.35083, -0.74987, -0.19044], [-2.30042, 0.72941, 0.35940], [-0.65498, -2.02819, 0.11915], [-0.05393, 1.51705, -1.49139], [0.47395, 2.03980, 0.22687], [1.29666, -0.46634, -1.48734], [1.81716, -0.05236, 1.60138], [2.84649, -0.00847, 0.01824], [1.86600, -1.41738, 0.57331], [-2.74298, 1.70831, 0.60411], [-3.00931, 0.06183, 0.69116], [-1.08427, -2.52825, -0.59504]]}


Arrangement R

{"formula": "C4H9N2O", "method": "ωB97M-V/def2-TZVPD", "total_charge": 1, "e_homo_ev": -14.67, "symbols": ["C", "C", "C", "C", "N", "N", "O", "H", "H", "H", "H", "H", "H", "H", "H", "H"], "xyz": [[-1.32430, 0.35412, 0.22058], [0.99548, -0.34298, 1.04854], [0.57675, -0.44517, 2.47573], [0.49679, 0.01236, -1.91194], [-0.63764, 0.54061, -2.37385], [-0.06928, 0.00154, 0.05997], [2.02345, -0.64330, 0.49979], [-1.81828, 0.48440, -0.70603], [-1.82795, 0.40088, 1.16331], [-0.49613, -0.21739, 2.59792], [1.24599, 0.19461, 3.09096], [0.82171, -1.50712, 2.76113], [0.60472, -1.02145, -2.00929], [1.36611, 0.64618, -1.62905], [-1.17110, -0.03596, -2.94286], [-0.78631, 1.57867, -2.34492]]}


Arrangement S

{"formula": "C4H9N2O", "method": "ωB97M-V/def2-TZVPD", "total_charge": 1, "e_homo_ev": -15.12, "symbols": ["C", "C", "C", "C", "N", "N", "O", "H", "H", "H", "H", "H", "H", "H", "H", "H"], "xyz": [[-1.42014, 0.05341, -1.65927], [1.00725, -1.08932, 0.02201], [0.13099, 1.41449, 1.62846], [-0.46540, -0.55735, 0.25116], [-0.85179, 0.40012, -0.62726], [-0.30343, 0.00775, 1.55769], [-0.35636, -0.63548, 2.53303], [-1.75087, 0.73791, -2.38329], [-1.62398, -1.06740, -1.73841], [0.93038, -1.74253, -0.95128], [1.31543, -1.80014, 0.83603], [1.59420, -0.18181, -0.22894], [-0.78559, 2.06270, 1.59123], [0.50787, 1.53523, 0.63486], [0.83351, 1.58417, 2.43228], [-1.09274, -1.45852, 0.20237]]}


Which of them is the most stable? Correct choice: arrangement R.


Arrangement P

{"formula": "C4H9N2O", "method": "ωB97M-V/def2-TZVPD", "total_charge": 1, "e_homo_ev": -13.42, "symbols": ["C", "C", "C", "C", "N", "N", "O", "H", "H", "H", "H", "H", "H", "H", "H", "H"], "xyz": [[1.97522, 0.91017, 0.29817], [-0.42403, 0.48405, -0.25020], [-1.46844, 0.08700, 0.48066], [-2.59156, -0.58659, 0.00406], [0.69294, 1.19572, 0.38342], [2.42674, -0.20358, -0.18328], [1.57839, -1.30049, -0.47556], [2.46456, 1.84292, 0.40047], [2.15136, -2.17755, -0.50526], [-0.41639, -0.06051, -1.20912], [-1.60941, 0.39515, 1.45596], [-3.46617, -0.04913, 0.23054], [-2.73656, -1.47242, 0.54289], [-2.51355, -0.97648, -1.02142], [0.54898, 2.16373, 0.51881], [3.38793, -0.25200, -0.67012]]}


Arrangement Q

{"formula": "C4H9N2O", "method": "ωB97M-V/def2-TZVPD", "total_charge": 1, "e_homo_ev": -13.64, "symbols": ["C", "C", "C", "C", "N", "N", "O", "H", "H", "H", "H", "H", "H", "H", "H", "H"], "xyz": [[-1.25509, -0.17047, 0.08659], [1.43588, 1.01158, -0.75907], [-0.17618, 0.32717, 0.97886], [1.03547, 0.08550, 0.09371], [1.38321, -1.27903, 0.04549], [-2.28033, 0.56980, -0.24220], [-1.15789, -1.34838, -0.41601], [1.03027, 2.00642, -0.74650], [2.25193, 0.84170, -1.43840], [-0.29433, 1.37521, 1.23937], [-0.12235, -0.27082, 1.89150], [-0.19798, -1.70023, -0.29081], [2.10076, -1.48043, -0.64170], [-2.41907, 1.49405, 0.14233], [-2.97524, 0.21114, -0.88746], [1.64093, -1.67321, 0.94431]]}


Which of them is the most stable? Correct choice: arrangement Q.


Arrangement P

{"formula": "C10H16O", "method": "ωB97M-V/def2-TZVPD", "spin_multiplicity": 2, "total_charge": 1, "s_squared": 0.77, "e_homo_ev": [-14.34, -14.53], "symbols": ["C", "C", "C", "H", "H", "H", "H", "H", "H", "H", "H", "C", "C", "C", "C", "C", "C", "C", "O", "H", "H", "H", "H", "H", "H", "H", "H"], "xyz": [[0.67446, 1.87998, -1.61806], [-0.44472, 0.84356, -1.67755], [1.91634, 1.38206, -2.38652], [0.34288, 2.81956, -2.04382], [0.91793, 2.00621, -0.55935], [-0.61600, 0.50171, -2.70564], [2.51231, 0.76320, -1.71077], [1.60132, 0.76263, -3.21980], [-1.42581, 1.13254, -1.30517], [-0.17152, -0.07088, -1.12341], [2.44982, 2.25597, -2.77083], [1.92427, -1.42314, 1.30727], [-1.78948, -1.70309, 0.84618], [-2.23346, -0.45428, 1.37270], [-0.46418, -2.05702, 0.81211], [0.47273, -1.23155, 1.45447], [-1.30574, 0.40361, 2.01154], [0.00802, 0.04789, 1.94492], [-3.53547, -0.25066, 1.55320], [-2.51737, -2.38805, 0.44704], [-0.17188, -2.94270, 0.27552], [-1.66385, 1.30584, 2.47270], [-4.04217, 0.03855, 0.76434], [2.19046, -0.85688, 0.39601], [2.12796, -2.42362, 0.92855], [0.67715, 0.76247, 2.41410], [2.56595, -1.10390, 2.12028]]}


Arrangement Q

{"formula": "C10H16O", "method": "ωB97M-V/def2-TZVPD", "spin_multiplicity": 2, "total_charge": 1, "s_squared": 0.77, "e_homo_ev": [-14.11, -14.11], "symbols": ["C", "C", "C", "C", "C", "C", "C", "O", "H", "H", "H", "H", "H", "H", "H", "H", "C", "C", "C", "H", "H", "H", "H", "H", "H", "H", "H"], "xyz": [[-1.10960, 2.12467, 1.15273], [-1.55328, -0.33181, 0.71633], [-0.91619, 0.66971, 1.44444], [-1.22033, -1.63716, 0.96168], [0.12871, 0.38542, 2.38055], [-0.16827, -1.92715, 1.87844], [0.44879, -0.94978, 2.62680], [0.08345, -3.23209, 2.02982], [-2.24101, -0.02183, -0.05688], [-1.63336, -2.41446, 0.33556], [-1.99466, 2.42940, 1.72434], [-1.35976, 2.39157, 0.12525], [0.63910, 1.08373, 3.02643], [1.20566, -1.16836, 3.36859], [0.25337, -3.45797, 2.96627], [-0.26019, 2.69797, 1.51116], [1.27203, -0.15559, -2.60185], [1.72188, 1.22594, -2.17132], [-0.25352, -0.31349, -2.44752], [1.47728, -0.31577, -3.65176], [1.75164, -0.91096, -1.98704], [2.81710, 1.33104, -2.22240], [-0.51332, -1.15431, -1.78833], [-0.78164, 0.50997, -1.95594], [-0.78266, -0.46704, -3.38647], [1.41216, 2.03932, -2.83497], [1.57665, 1.56903, -1.14389]]}


Which of them is the most stable? Correct choice: arrangement Q.


Arrangement P

{"formula": "C4H15NO2S", "method": "ωB97M-V/def2-TZVPD", "e_homo_ev": -8.73, "symbols": ["C", "N", "C", "C", "S", "C", "H", "H", "H", "H", "H", "H", "H", "H", "H", "H", "H", "H", "H", "O", "H", "H", "O"], "xyz": [[1.15762, 0.24581, -2.12603], [-0.06463, 0.48538, -1.38267], [-0.44450, -0.38753, -0.24719], [-1.40561, 0.43160, 0.59688], [-1.52329, -0.14656, 2.29881], [-1.13122, -1.66651, -0.72959], [1.17005, -0.80845, -2.47421], [1.25246, 0.84721, -3.02394], [2.02244, 0.27928, -1.46422], [-0.86605, 0.59276, -1.97770], [0.48676, -0.63855, 0.25472], [-1.08064, 1.47580, 0.58413], [-2.38438, 0.55064, 0.14366], [-1.85798, -1.45499, 2.10399], [-1.24942, -2.38730, 0.08893], [-2.17715, -1.57331, -1.04040], [-0.71970, -2.18724, -1.59590], [3.03190, -2.33960, -1.20074], [2.63638, -1.57173, 0.16842], [3.24895, -1.67723, -0.58805], [1.39320, 2.26583, -0.23846], [0.51302, 2.75253, 0.93957], [1.03187, 3.03988, 0.16364]]}


Arrangement Q

{"formula": "C4H15NO2S", "method": "ωB97M-V/def2-TZVPD", "e_homo_ev": -8.82, "symbols": ["C", "C", "C", "S", "C", "N", "H", "H", "H", "H", "H", "H", "H", "H", "H", "H", "H", "H", "H", "O", "H", "H", "O"], "xyz": [[-0.10604, 0.03592, 1.64048], [0.97880, 0.80505, 0.77343], [0.42557, 2.20077, 0.31145], [-0.04461, 3.42508, 1.67638], [-1.15884, -0.61912, 0.77028], [-1.02966, -2.06894, 0.47506], [-0.57131, 0.74924, 2.26839], [0.39444, -0.74886, 2.21239], [1.20994, 0.02547, 0.02322], [1.88852, 1.01425, 1.27298], [-0.56837, 2.01387, -0.29686], [1.23187, 2.61234, -0.36673], [0.64243, 4.55163, 1.36168], [-1.51308, -0.11706, -0.14715], [-2.09086, -0.47754, 1.42417], [-0.04176, -2.36181, 0.61314], [-1.12379, -2.34883, -0.52728], [1.53129, -3.55768, -2.45717], [2.89260, -3.03555, -2.93361], [2.03233, -2.80613, -2.67952], [-0.52940, -3.20080, -3.69194], [-2.05917, -2.55184, -3.63725], [-1.30845, -3.12154, -3.10039]]}


Arrangement R

{"formula": "C4H15NO2S", "method": "ωB97M-V/def2-TZVPD", "e_homo_ev": -8.63, "symbols": ["C", "C", "C", "S", "C", "N", "H", "H", "H", "H", "H", "H", "H", "H", "H", "H", "H", "H", "H", "O", "H", "H", "O"], "xyz": [[-0.48716, 1.00915, -0.59206], [-0.61918, -0.43921, -1.05653], [-0.97111, -1.61636, -0.17767], [-2.66034, -1.37295, 0.49341], [0.47744, 1.29036, 0.59727], [1.86246, 1.77153, 0.35972], [-1.52664, 1.32356, -0.42439], [-0.23077, 1.49635, -1.56921], [0.25616, -0.77583, -1.66817], [-1.45551, -0.35479, -1.81036], [-0.23819, -1.82535, 0.60241], [-1.07790, -2.60317, -0.77489], [1.01301, -2.27189, -1.11742], [0.58347, 0.34333, 1.17352], [0.02572, 1.99076, 1.31059], [1.98372, 2.23687, -0.54358], [2.32612, 0.84325, 0.33509], [3.60969, -1.27827, -0.32308], [2.05427, -1.40667, -0.50863], [2.83246, -0.73191, -0.14244], [-3.21931, 1.29145, 2.02343], [-2.24589, 0.07472, 1.75036], [-2.29252, 1.00507, 2.06262]]}


Which of them is the most stable? Correct choice: arrangement P.


Arrangement P

{"formula": "C11H15N3O", "method": "ωB97M-V/def2-TZVPD", "e_homo_ev": -8.68, "symbols": ["C", "C", "C", "C", "C", "C", "C", "C", "C", "C", "C", "N", "N", "N", "O", "H", "H", "H", "H", "H", "H", "H", "H", "H", "H", "H", "H", "H", "H", "H"], "xyz": [[2.01889, -0.88454, -2.24224], [-1.07264, 0.15864, -0.32462], [3.75872, 1.78916, -0.81033], [-0.85749, 1.12316, -1.26341], [0.78610, -2.90641, -1.25634], [1.53663, -1.56715, -1.02426], [0.03489, -1.75716, -0.79827], [-1.82209, -0.72948, 1.94359], [-2.58130, 1.54281, 1.18880], [-0.11884, 1.03528, 1.75242], [-1.41544, 0.52122, 1.11072], [2.76167, 0.16160, -2.34863], [-1.03837, -1.19303, -0.64284], [3.01144, 0.94586, -1.26767], [4.29169, 2.69736, -0.33130], [1.66533, -1.45507, -3.05881], [-0.23693, 0.92983, -2.16006], [-1.05653, 2.13631, -1.22899], [0.67397, -3.13548, -2.28321], [1.00500, -3.79348, -0.60257], [2.17687, -1.46552, -0.27246], [-2.24665, -1.46804, 1.37005], [-1.02844, -1.20792, 2.49495], [-2.44243, -0.30501, 2.73077], [-2.30635, 2.43561, 0.54628], [-2.61492, 1.80139, 2.24358], [-3.48844, 1.13544, 0.81503], [-0.12920, 2.13995, 1.97840], [0.63234, 0.82078, 1.07896], [0.10251, 0.49389, 2.66248]]}


Arrangement Q

{"formula": "C11H15N3O", "method": "ωB97M-V/def2-TZVPD", "e_homo_ev": -8.49, "symbols": ["C", "C", "C", "C", "C", "C", "C", "C", "C", "C", "C", "N", "N", "N", "O", "H", "H", "H", "H", "H", "H", "H", "H", "H", "H", "H", "H", "H", "H", "H"], "xyz": [[-4.34788, -0.40064, -0.71775], [-3.72673, 0.85287, -0.64724], [-3.79574, -1.48503, -0.03899], [-2.64147, 1.03073, 0.21428], [-2.67742, -1.28428, 0.79636], [-2.09648, -0.03027, 0.87820], [0.70554, 1.31040, 0.63975], [2.22656, 1.20777, 0.28536], [-0.86093, -0.05055, 1.74448], [1.39772, -1.81533, 0.77820], [3.60797, -0.15604, -1.10596], [0.23794, 0.52542, 1.71767], [2.34602, -1.02769, 0.82600], [2.42156, -0.09058, -0.33363], [0.61969, -1.98631, -0.25853], [-5.09402, -0.74322, -1.39254], [-4.27664, 1.72273, -0.92660], [-4.24020, -2.44031, -0.24764], [-2.08541, 2.02154, 0.12959], [-2.34752, -2.02908, 1.44867], [0.15969, 1.13635, -0.30580], [2.41921, 2.12308, -0.39446], [2.68985, 1.21037, 1.30542], [-1.18193, -0.63475, 2.64382], [1.26906, -2.46519, 1.68575], [3.43992, 0.28810, -2.17741], [4.57976, 0.26049, -0.61342], [3.87662, -1.26315, -1.30852], [0.52419, 2.32043, 0.79039], [1.07640, -1.62946, -1.09373]]}


Which of them is the most stable? Correct choice: arrangement Q.


Arrangement P

{"formula": "C8H12O", "method": "ωB97M-V/def2-TZVPD", "e_homo_ev": -8.24, "symbols": ["C", "C", "C", "C", "C", "C", "C", "C", "H", "H", "H", "H", "H", "H", "H", "H", "H", "H", "H", "H", "O"], "xyz": [[1.45359, -2.22385, 2.02659], [0.24269, -2.58588, 1.06018], [-0.72698, -1.54094, 0.60065], [-0.51293, -0.10267, 0.60360], [-0.01703, 0.49437, -0.59837], [0.04556, 1.69492, -0.84226], [-0.46252, 2.34220, -2.27587], [-1.00782, 2.86477, -0.90680], [2.16988, -2.97838, 2.31075], [1.15704, -2.07422, 2.99073], [2.12786, -1.20223, 1.78816], [-0.03076, -3.68068, 1.13931], [-1.72021, -2.00292, 0.74960], [-1.08512, 0.57654, 1.22128], [0.61302, -0.30519, -1.24994], [1.05997, 2.11562, -0.86343], [0.38470, 2.85793, -2.61037], [-0.99806, 1.70815, -3.21930], [-0.50020, 3.79063, -0.67713], [-2.13261, 2.72029, -0.79425], [-0.06005, -2.46845, -0.45313]]}


Arrangement Q

{"formula": "C8H12O", "method": "ωB97M-V/def2-TZVPD", "e_homo_ev": -8.05, "symbols": ["C", "C", "C", "C", "C", "C", "C", "C", "O", "H", "H", "H", "H", "H", "H", "H", "H", "H", "H", "H", "H"], "xyz": [[-0.61965, 0.28107, 0.30620], [-1.07086, -0.30769, 1.63130], [-0.22544, 1.74245, 0.36716], [0.79251, -0.12009, -2.11350], [0.29855, -0.57585, -0.77336], [-1.60129, -0.16434, -0.82214], [2.01300, -1.36485, 1.03531], [1.12625, -0.93321, 0.18720], [-2.50731, -0.96899, -0.63454], [-1.68973, 0.60618, -1.61419], [-0.29664, -0.20444, 2.39052], [-1.34694, -1.35229, 1.52236], [-1.96583, 0.23348, 1.94227], [0.64879, 1.87557, 1.00485], [-1.05743, 2.30700, 0.79082], [-0.00638, 2.16001, -0.61387], [0.31888, 0.78533, -2.48982], [0.53493, -0.91343, -2.81890], [1.87196, 0.03339, -2.11685], [2.47023, -0.71509, 1.76876], [2.31239, -2.40420, 1.05044]]}


Which of them is the most stable? Correct choice: arrangement Q.